1.
# C6H11NO2

A single C6H11NO2 molecule at a distorted geometry (wB97M-V/def2-TZVPD, the OMol25 dataset).

Cartesian coordinates (Å):
C 1.195 0.747 -0.132
C -0.085 -1.898 2.077
C 2.453 0.634 -0.919
C -2.516 0.262 -0.550
N -0.043 -1.093 0.889
C -0.051 0.926 -0.747
C -1.150 0.506 -0.026
O -0.848 0.152 1.251
O -0.184 1.101 -2.113
H 0.493 1.708 -2.426
H 1.261 0.900 0.931
H -1.096 -2.292 2.265
H 0.577 -2.749 1.895
H 0.237 -1.361 2.982
H 2.298 0.076 -1.844
H 2.839 1.627 -1.192
H 3.233 0.144 -0.336
H -2.863 -0.716 -0.215
H -2.540 0.314 -1.638
H -3.211 1.011 -0.152

Its HOMO energy (alpha / beta) is -8.37 / -6.93 eV. As for the frontier orbital gap (alpha / beta): 8.612 / 6.967 eV. Its energy relative to the best compared isomer or geometry (same formula, charge and spin) is 587.0 kJ/mol.

=====

2.
# C6H11NO2

A molecular structure, C6H11NO2 at a distorted geometry (wB97M-V/def2-TZVPD, the OMol25 dataset).

Cartesian coordinates (Å):
C -0.295 -1.079 0.749
C 0.718 0.471 0.192
C -1.651 -0.600 0.302
C 1.549 0.388 -1.071
C 0.224 1.887 0.467
C -1.297 -0.775 -1.150
O 0.110 -2.047 -0.135
O -0.186 -1.432 2.054
N -0.587 -1.851 -1.352
H 0.623 -1.948 2.179
H 1.414 0.261 1.015
H -1.932 0.426 0.523
H -2.469 -1.220 0.702
H -1.880 -0.386 -1.966
H 2.451 1.001 -0.980
H 1.005 0.780 -1.932
H 1.892 -0.630 -1.252
H -0.307 2.294 -0.395
H 1.058 2.551 0.714
H -0.439 1.911 1.334

Its HOMO energy is -8.73 eV. As for the frontier orbital gap: 9.484 eV. Its energy relative to the best compared isomer or geometry (same formula, charge and spin) is 429.5 kJ/mol.

=====

3.
# C6H11NO2

A molecular structure, C6H11NO2 at a distorted geometry (wB97M-V/def2-TZVPD, the OMol25 dataset).

Cartesian coordinates (Å):
C 2.534 0.444 0.245
C 1.581 -0.715 -0.014
C 0.328 -0.660 0.803
C -1.804 0.004 0.346
C -0.838 0.869 -0.544
C 0.268 -0.141 -0.646
H 2.066 1.503 0.295
H 3.362 0.348 -0.481
H 2.889 0.387 1.547
H 1.789 -1.608 -0.561
H 0.446 0.236 1.583
H -1.336 -1.165 2.088
H -2.476 0.558 1.166
H -2.557 -0.485 -0.375
H -1.285 1.052 -1.463
H -0.502 2.910 -0.669
H -0.780 -1.923 -0.850
N -1.066 -1.138 1.058
O -0.496 2.090 0.068
O -0.325 -1.172 -1.422

Its HOMO energy is -8.47 eV. As for the frontier orbital gap: 9.089 eV. Its energy relative to the best compared isomer or geometry (same formula, charge and spin) is 679.8 kJ/mol.

=====

4.
# C6H11NO2Si2

A single C6H11NO2Si2 molecule at a distorted geometry (wB97M-V/def2-TZVPD, the OMol25 dataset).

Cartesian coordinates (Å):
N 2.772 2.252 0.378
Si 2.057 1.090 -0.668
O 1.990 -0.452 -0.248
Si 1.982 -1.863 0.567
O 0.148 1.531 -0.234
C -0.855 0.750 -0.253
C -0.926 -0.354 -1.055
C -2.039 -1.224 -1.023
C -3.043 -0.987 -0.092
C -2.986 0.107 0.815
C -1.892 0.846 0.740
H 3.326 3.008 0.111
H 2.504 2.213 1.340
H 2.666 0.916 -1.983
H 0.880 -1.765 1.379
H 3.045 -1.689 1.521
H 2.299 -3.032 -0.244
H -0.289 -0.274 -1.901
H -2.235 -1.853 -1.872
H -3.950 -1.512 -0.139
H -3.725 0.469 1.594
H -1.730 1.823 1.267

Its HOMO energy is -7.76 eV. As for the frontier orbital gap: 8.419 eV. As for the SMILES: N[Si@@H](O[SiH3])Oc1ccccc1. Its energy relative to the best compared isomer or geometry (same formula, charge and spin) is 0.0 kJ/mol.

=====

5.
# C6H11NO3

A single C6H11NO3 molecule at a distorted geometry (wB97M-V/def2-TZVPD, the OMol25 dataset).

Cartesian coordinates (Å):
C -2.414 0.183 0.068
C 0.196 -1.799 -0.305
C -1.330 -0.280 0.872
C 0.610 0.364 -0.027
C 0.405 1.032 -1.302
C 1.165 1.268 1.059
N -0.942 -1.649 0.689
O -2.873 -0.716 -0.915
O -2.761 1.322 0.212
O 1.177 -0.859 -0.096
H 0.700 -2.736 -0.336
H -0.378 -1.629 -1.330
H -1.473 0.146 1.905
H 0.468 2.135 -1.211
H -0.564 0.833 -1.645
H 1.042 0.727 -2.090
H 0.524 2.104 1.356
H 2.022 1.627 0.548
H 1.458 0.727 1.828
H -2.819 -1.720 -0.819
H -0.580 -2.170 1.556

Its HOMO energy is -8.42 eV. As for the frontier orbital gap: 9.039 eV. Its energy relative to the best compared isomer or geometry (same formula, charge and spin) is 413.9 kJ/mol.

=====

6.
# C6H11NO3S

2 unconnected molecules or ions with the total composition C6H11NO3S at a distorted geometry (wB97M-V/def2-TZVPD, the OMol25 dataset).

Cartesian coordinates (Å):
C -1.934 1.339 -0.924
C -2.189 1.429 0.572
C -0.993 0.717 1.168
C -0.229 0.201 0.012
C 0.217 -2.548 1.022
C 2.280 -0.518 -1.418
N -0.874 0.551 -1.136
O -0.509 0.054 -2.238
O 2.265 -0.118 1.223
O 1.987 1.766 -0.296
S 1.687 0.425 0.019
H -2.497 1.788 -1.715
H -2.336 2.495 0.849
H -3.062 0.879 0.857
H -0.365 1.420 1.600
H -1.400 -0.114 1.694
H 0.020 -3.076 0.184
H -0.442 -2.277 1.881
H 1.188 -2.386 1.495
H 3.397 -0.474 -1.254
H 1.910 -1.589 -1.371
H 1.877 0.037 -2.225

Its HOMO energy (alpha / beta) is -8.72 / -8.90 eV. As for the frontier orbital gap (alpha / beta): 8.496 / 7.814 eV. Its energy relative to the best compared isomer or geometry (same formula, charge and spin) is 760.6 kJ/mol.

=====

7.
# C6H11NO4

A single C6H11NO4 molecule at a distorted geometry (wB97M-V/def2-TZVPD, the OMol25 dataset).

Cartesian coordinates (Å):
N -0.901 0.335 2.471
C -0.847 0.750 1.146
O -2.115 0.898 0.629
C 0.290 0.928 0.399
O 1.524 0.822 1.017
C 0.348 1.285 -1.082
C 0.345 0.119 -2.082
C 0.895 -1.084 -1.259
C -0.097 -1.575 -0.290
O -1.284 -1.688 -0.561
O 0.516 -2.120 0.799
H -0.362 0.887 3.131
H -1.682 -0.159 2.842
H -2.104 0.312 -0.122
H 1.275 1.050 1.919
H 1.201 1.794 -1.127
H -0.459 2.152 -1.223
H -0.612 -0.176 -2.407
H 1.186 0.331 -2.896
H 1.152 -1.828 -1.882
H 1.844 -0.589 -0.842
H -0.114 -2.445 1.420

Its HOMO energy is -7.77 eV. As for the frontier orbital gap: 8.364 eV. As for the SMILES: N/C(O)=C(\O)CCCC(=O)O. Its energy relative to the best compared isomer or geometry (same formula, charge and spin) is 253.0 kJ/mol.

=====

8.
# C6H11NS

A single C6H11NS molecule at a distorted geometry (wB97M-V/def2-TZVPD, the OMol25 dataset).

Cartesian coordinates (Å):
C 2.744 -0.166 0.885
C 2.289 -0.274 -0.527
N 0.996 -0.908 -0.607
C -0.165 -0.282 -0.259
C -1.354 -0.816 0.017
C -2.661 -0.116 -0.054
C -2.659 1.350 -0.114
S -4.118 -0.886 0.123
H 2.551 -1.119 1.573
H 2.035 0.645 1.352
H 3.674 0.383 0.803
H 2.347 0.702 -1.115
H 2.949 -0.896 -1.118
H 0.978 -1.846 -0.216
H -0.131 0.824 -0.541
H -1.526 -1.866 0.050
H -1.844 1.821 -0.927
H -3.730 1.684 -0.307
H -2.376 1.766 0.981

Its HOMO energy is -8.12 eV. As for the frontier orbital gap: 8.073 eV. As for the SMILES: CCN/C=C/C(C)=S. Its energy relative to the best compared isomer or geometry (same formula, charge and spin) is 190.1 kJ/mol.

=====

9.
# C6H11NS

A single C6H11NS molecule at a distorted geometry (wB97M-V/def2-TZVPD, the OMol25 dataset).

Cartesian coordinates (Å):
C -1.329 1.199 -2.220
C -0.247 0.434 -2.052
C 0.011 -0.401 -0.804
C -0.923 -1.118 -0.176
S -0.769 -2.086 1.250
C -0.582 -0.833 2.624
C 1.438 -0.232 -0.234
N 1.491 0.967 0.627
H -1.428 1.939 -3.050
H -2.143 1.159 -1.462
H 0.425 0.390 -2.819
H -1.960 -1.035 -0.587
H 0.150 -0.131 2.413
H -1.529 -0.305 2.779
H -0.340 -1.462 3.478
H 1.759 -1.150 0.236
H 2.064 -0.082 -1.090
H 1.503 1.796 0.025
H 2.410 0.953 1.061

Its HOMO energy is -8.41 eV. As for the frontier orbital gap: 9.176 eV. As for the SMILES: C=C/C(=C/SC)CN. Its energy relative to the best compared isomer or geometry (same formula, charge and spin) is 155.1 kJ/mol.

=====

10.
# C6H11O2

A gas-phase ion, C6H11O2 (charge +1) at a distorted geometry (wB97M-V/def2-TZVPD, the OMol25 dataset).

Cartesian coordinates (Å):
C -0.343 0.120 2.383
C 1.051 1.477 1.525
C 0.331 0.232 1.091
C -0.426 -1.112 -2.445
C 0.634 -0.598 -0.134
C -0.624 -0.323 -1.052
O -0.649 1.085 -1.197
O 1.090 0.391 2.336
H -1.114 0.728 2.834
H -0.554 -0.894 2.655
H 1.984 1.838 0.979
H 0.339 2.212 1.949
H 0.604 -1.280 -2.448
H -0.886 -2.068 -2.502
H -0.775 -0.463 -3.215
H 0.744 -1.704 0.087
H 1.497 -0.266 -0.584
H -1.533 -0.640 -0.411
H -1.372 1.263 -1.852

Its HOMO energy is -14.37 eV. As for the frontier orbital gap: 11.465 eV. Its total charge is +1. Its energy relative to the best compared isomer or geometry (same formula, charge and spin) is 263.1 kJ/mol.

=====

Table of molecular weight (g mol⁻¹), in record order: 129.16 129.16 129.16 185.33 145.16 177.23 161.16 129.23 129.23 115.15